This record from OMol25 describes 2 unconnected molecules or ions with the total composition C2H5N. The level of theory is ωB97M-V with the def2-TZVPD basis set.

Geometry (Å):
C: -0.485 1.586 -2.063
C: 0.587 -0.374 1.094
N: -1.014 0.587 -1.809
H: -0.124 0.380 1.399
H: 0.309 -1.330 1.526
H: 1.578 -0.102 1.439
H: 0.596 -0.459 0.020
H: -1.446 -0.290 -1.606

Output
multiplicity	1
lowest unoccupied orbital energy	1.0	eV
charge	0
maximum force	0.6	eV/A